# C30H36N6O11P2STi

A structure of composition C30H36N6O11P2STi in a non-equilibrium geometry (ωB97M-V/def2-TZVPD, the Open Molecules 2025 dataset).

XYZ file:
```
87
Properties=species:S:1:pos:R:3:mulliken_spin:R:1
Ti -0.89 0.14 -0.97 0.02
C 2.14 5.41 2.73 -0.01
C 1.17 5.53 1.57 0.05
N -0.07 4.79 1.77 0.00
C -0.27 3.52 1.44 -0.09
S 1.03 2.70 0.63 0.93
N -1.38 2.98 1.89 0.03
N -1.90 1.84 1.35 0.01
C -2.86 1.25 2.01 0.01
C -3.40 1.88 3.26 0.00
C -3.45 -0.04 1.60 0.00
C -4.73 -0.37 2.06 0.00
C -5.26 -1.61 1.74 0.00
C -4.50 -2.49 0.98 0.00
C -3.24 -2.08 0.57 0.00
N -2.73 -0.89 0.87 0.00
H 3.09 5.90 2.49 0.00
H 1.74 5.89 3.63 0.00
H 2.35 4.37 2.96 0.01
H 0.90 6.57 1.38 0.00
H 1.63 5.16 0.64 -0.02
H -0.83 5.23 2.28 0.00
H -2.79 2.72 3.57 0.00
H -4.41 2.24 3.07 0.00
H -3.44 1.15 4.07 0.00
H -5.30 0.32 2.64 0.00
H -6.25 -1.88 2.07 0.00
H -4.87 -3.47 0.71 0.00
H -2.60 -2.74 -0.01 0.00
C -0.47 -4.42 -3.20 0.00
C -0.20 -2.92 -3.17 0.00
O 0.68 -2.63 -4.22 0.00
P -1.77 -1.95 -3.32 0.00
O -2.92 -3.02 -3.22 0.00
O -1.95 -1.35 -4.75 0.00
O -1.95 -0.93 -2.22 0.00
P 0.48 -2.44 -1.52 0.00
O 1.96 -3.02 -1.44 0.00
O -0.44 -2.93 -0.46 0.00
O 0.67 -0.91 -1.56 0.00
H -1.03 -4.69 -4.09 0.00
H -1.02 -4.75 -2.32 0.00
H 0.50 -4.92 -3.24 0.00
H 0.88 -1.68 -4.23 0.00
H -3.81 -2.65 -3.31 0.00
H -1.25 -0.70 -4.94 0.00
H 1.98 -3.95 -1.17 0.00
O 0.20 0.03 -4.12 0.00
C 0.28 1.14 -3.60 0.00
N -0.33 1.53 -2.43 0.00
C -0.26 2.96 -2.39 0.00
O -0.86 3.70 -1.66 0.00
C 0.66 3.40 -3.49 0.00
C 1.13 4.65 -3.82 0.00
C 1.97 4.74 -4.93 0.00
C 2.30 3.60 -5.67 0.00
C 1.81 2.35 -5.33 0.00
C 0.99 2.28 -4.22 0.00
H 0.84 5.53 -3.25 0.00
H 2.37 5.70 -5.22 0.00
H 2.96 3.71 -6.52 0.00
H 2.05 1.47 -5.91 0.00
C 4.53 -3.84 4.16 0.00
C 3.39 -3.12 3.49 0.00
C 2.08 -3.55 3.66 0.00
C 1.03 -2.90 3.05 0.00
C -0.36 -3.45 3.26 0.00
C 1.30 -1.77 2.23 0.00
C 0.15 -1.21 1.57 0.00
O 0.09 -0.22 0.82 0.00
C 2.63 -1.33 2.05 0.00
C 3.00 -0.13 1.22 0.01
C 3.64 -2.02 2.68 0.00
H 4.18 -4.68 4.75 0.00
H 5.08 -3.16 4.81 0.00
H 5.24 -4.21 3.41 0.00
H 1.88 -4.41 4.29 0.00
H -0.33 -4.29 3.95 0.00
H -0.79 -3.81 2.32 0.00
H -1.04 -2.70 3.67 0.00
H -0.79 -1.73 1.74 0.00
H 2.52 -0.14 0.25 0.00
H 4.07 -0.09 1.08 0.00
H 2.69 0.78 1.73 0.00
H 4.67 -1.69 2.54 0.00
O -2.52 1.02 -0.75 0.01
N -1.62 1.73 -0.04 0.04
```

Multiplicity: 2
Kohn-Sham gap (spin up / spin down) (Ha): 0.278 / 0.206
HOMO level (spin up / spin down) (eV): -10.672 / -10.646
LUMO (spin up / spin down) (eV): -3.11 / -5.04
Largest force on an atom (hartree/bohr): 0.0256
Energy relative to the best compared isomer or geometry (same formula, charge and spin) (kJ/mol): 200.6
Molecular weight (g/mol): 798.53
Charge: +1